[1]
A molecular structure, C36H28MnOP2S4Sb at a distorted geometry. Source: OMol25; level of theory: ωB97M-V/def2-TZVPD.

Geometry as XYZ:
```
73
Properties=species:S:1:pos:R:3:forces:R:3
Mn -0.9502 -0.2670 -1.6121 -1.263 -0.473 -1.274
O -0.7273 2.8436 -2.7148 0.013 -0.030 -0.008
S -0.5391 2.0211 -1.5204 -0.189 -0.080 0.185
C -1.5052 2.6930 -0.1818 0.024 0.011 0.028
C -1.8090 4.0460 -0.1753 -0.030 -0.033 0.006
C -2.4893 4.5605 0.9160 0.011 -0.003 0.009
C -2.8582 3.7286 1.9693 -0.008 0.018 -0.015
C -2.5930 2.3702 1.9194 0.044 0.003 0.011
C -1.9016 1.8349 0.8337 -0.020 0.036 -0.064
P -1.7673 0.0416 0.5586 0.094 -0.039 -0.181
C -3.4809 -0.4563 0.8985 0.014 0.018 0.012
C -4.4922 0.1092 0.1242 -0.042 0.061 -0.044
C -5.8150 -0.2182 0.3589 0.017 -0.020 -0.008
C -6.1383 -1.1109 1.3733 -0.001 0.013 0.014
C -5.1384 -1.6497 2.1650 0.001 -0.006 0.006
C -3.8091 -1.3216 1.9345 -0.002 -0.024 -0.013
C -0.7854 -0.6971 1.8741 0.016 -0.027 -0.017
C -0.6075 -2.0825 1.8119 0.003 0.019 0.020
C 0.0281 -2.7367 2.8525 -0.043 -0.004 0.016
C 0.4940 -2.0153 3.9458 0.017 -0.014 -0.007
C 0.3487 -0.6372 3.9905 0.035 0.007 -0.014
C -0.2904 0.0282 2.9522 -0.029 -0.017 0.022
C 1.1008 2.3527 -0.8834 -0.099 0.082 -0.025
C 1.4910 3.6686 -0.6713 0.016 0.077 0.011
C 2.7924 3.9213 -0.2813 -0.048 0.064 -0.037
C 3.6959 2.8731 -0.1380 0.027 -0.081 0.014
C 3.3001 1.5703 -0.3807 0.046 0.004 0.041
C 1.9805 1.2985 -0.7422 0.083 -0.089 0.012
P 1.4075 -0.3334 -1.2903 -0.127 0.034 -0.283
C 2.3275 -0.5128 -2.8413 0.039 0.029 0.003
C 1.8363 0.1494 -3.9661 -0.008 -0.025 -0.002
C 2.5581 0.1373 -5.1472 -0.005 -0.019 -0.006
C 3.7690 -0.5401 -5.2133 0.019 0.038 0.016
C 4.2660 -1.1889 -4.0930 -0.013 -0.027 -0.014
C 3.5508 -1.1731 -2.9040 0.004 -0.027 0.011
C 2.0984 -1.5595 -0.1555 -0.090 -0.022 0.021
C 2.1186 -2.8938 -0.5660 -0.021 -0.027 0.006
C 2.6676 -3.8644 0.2547 0.015 0.004 -0.017
C 3.2077 -3.5109 1.4843 -0.011 0.011 0.015
C 3.1710 -2.1901 1.9033 0.003 0.011 0.010
C 2.6070 -1.2151 1.0935 0.014 0.019 -0.019
H -1.5395 4.6647 -1.0217 -0.015 0.000 0.000
H -2.7444 5.6111 0.9424 -0.001 0.008 0.005
H -3.3912 4.1383 2.8165 -0.010 0.002 -0.001
H -2.9516 1.7164 2.7056 -0.009 0.004 -0.012
H -4.2513 0.8167 -0.6625 -0.005 -0.037 0.030
H -6.5940 0.2181 -0.2517 -0.004 0.009 -0.002
H -7.1716 -1.3779 1.5496 -0.004 -0.002 0.000
H -5.3879 -2.3360 2.9628 0.004 -0.006 0.007
H -3.0400 -1.7583 2.5555 0.013 -0.008 0.010
H -0.9952 -2.6450 0.9667 0.005 0.007 -0.003
H 0.1536 -3.8105 2.8144 0.002 -0.003 0.001
H 0.9791 -2.5318 4.7639 0.002 -0.002 0.003
H 0.7209 -0.0777 4.8386 0.001 -0.001 0.000
H -0.4213 1.1022 2.9986 0.015 -0.004 0.002
H 0.7945 4.4826 -0.8210 0.020 -0.021 0.000
H 3.1124 4.9398 -0.1081 -0.001 0.000 0.007
H 4.7186 3.0797 0.1470 0.006 -0.006 -0.002
H 4.0169 0.7625 -0.3072 0.007 0.003 0.001
H 0.8862 0.6711 -3.9296 -0.024 0.003 0.002
H 2.1714 0.6490 -6.0180 -0.001 0.001 0.000
H 4.3280 -0.5565 -6.1393 -0.001 -0.005 -0.003
H 5.2102 -1.7143 -4.1426 0.006 0.004 -0.002
H 3.9447 -1.6858 -2.0353 0.006 0.025 -0.025
H 1.7173 -3.1720 -1.5331 0.006 0.000 0.035
H 2.6856 -4.8952 -0.0727 -0.001 -0.004 -0.003
H 3.6514 -4.2678 2.1177 0.001 -0.002 0.004
H 3.5744 -1.9139 2.8685 0.004 0.003 0.000
H 2.5677 -0.1923 1.4425 -0.005 0.014 0.008
S -3.4874 -3.3667 -0.8291 -0.014 -0.008 -0.147
Sb -3.0729 -2.5931 -2.8668 0.196 0.065 0.178
S -2.7185 0.0682 -2.7978 1.288 0.185 0.858
S -0.5861 -2.0984 -2.6899 0.005 0.301 0.609
```
Positions in Å, forces in eV/Å.

The multiplicity is 2. Its relative energy (zero: lowest compared OMol25 entry of this formula, charge and spin) is 0.000 eV. The value obtained for the frontier orbital gap (spin up / spin down) is 5.53 / 5.71 eV. Its total charge is +1. Its LUMO energy (spin up / spin down) is -4.8493 / -4.8014 eV. As for the expectation value of S²: 0.84. The HOMO energy (spin up / spin down) is -10.38 / -10.51 eV. The largest force on an atom comes out at 0.0361 Eh/bohr. The calculation puts the calculated total energy at -139604.72169 eV.


[2]
C4H5O2P in the gas phase at a distorted geometry. Source: OMol25; level of theory: ωB97M-V/def2-TZVPD.

Geometry as XYZ:
```
12
Properties=species:S:1:pos:R:3:forces:R:3
C -0.0589 1.3454 0.0436 2.848 0.643 0.443
C 0.6334 0.6427 1.0516 -0.729 -1.641 0.947
C -0.4807 0.7502 -1.0697 -0.664 -2.621 -1.269
C 0.4246 -0.6637 1.4495 -3.173 2.059 -4.298
O 1.2428 -1.4982 1.8978 2.057 -1.936 1.930
O -1.8682 -1.2061 -1.7557 -1.220 -2.665 -1.421
P -0.3018 -1.0833 -1.2934 -0.570 2.937 1.641
H 0.2346 2.3910 -0.0189 -0.923 0.353 0.333
H 1.2229 1.1886 1.7289 0.980 1.083 0.879
H -1.0236 1.3625 -1.7789 -0.151 -0.357 -0.326
H 2.1482 -1.1554 1.9605 0.417 0.013 -0.086
H -2.1733 -2.0735 -2.2154 1.128 2.132 1.228
```
Positions in Å, forces in eV/Å.

The multiplicity is 1. Its relative energy (zero: lowest compared OMol25 entry of this formula, charge and spin) is 3.531 eV. The value obtained for the frontier orbital gap (spin up / spin down) is 7.25 / 7.25 eV. Its LUMO energy (spin up / spin down) is -0.2938 / -0.2916 eV. The HOMO energy (spin up / spin down) is -7.54 / -7.55 eV. The largest force on an atom comes out at 0.1113 Eh/bohr. The calculation puts the calculated total energy at -17608.45886 eV.


[3]
A molecular structure, C22H30ClIN5OSSiSr at a distorted geometry. Source: OMol25; level of theory: ωB97M-V/def2-TZVPD.

Geometry as XYZ:
```
63
Properties=species:S:1:pos:R:3:forces:R:3
Sr 0.3003 0.6557 -1.1110 0.490 -0.867 0.367
C -1.3139 -2.9828 1.5154 0.889 0.670 -1.869
C -0.1976 -3.8063 1.5008 -0.382 -0.939 0.953
C 0.7674 -3.7704 0.5476 -0.931 1.058 -0.823
C 0.6026 -2.8004 -0.4800 0.748 -1.588 -0.623
N -0.4313 -1.9598 -0.5350 -0.330 -0.279 1.647
C -1.3572 -2.0563 0.4697 0.516 -0.179 0.166
C 1.5474 -2.8077 -1.6316 -0.194 1.758 0.970
C 2.0293 -4.0268 -2.0856 0.039 0.420 -1.252
C 2.8665 -3.9445 -3.2043 0.521 0.752 0.734
C 3.2601 -2.6788 -3.6773 0.072 -1.884 -0.595
C 2.7734 -1.5002 -3.1817 -0.236 -0.106 0.446
C 1.9004 -1.4892 -2.1043 -0.994 -0.481 0.518
H -2.0180 -3.0745 2.3067 -0.579 0.308 0.343
H -0.0723 -4.5415 2.2779 -0.125 -0.093 0.352
H 1.5405 -4.5163 0.6067 0.467 0.300 -0.352
H -2.0540 -1.2438 0.3826 -0.569 -0.548 0.359
H 1.6543 -4.9801 -1.7034 0.260 0.275 -0.025
H 3.3480 -4.8085 -3.6237 -0.092 -0.385 -0.214
H 3.9360 -2.7034 -4.5135 0.310 0.221 -0.357
H 3.0608 -0.5858 -3.6586 0.291 0.554 -0.201
N -2.2566 1.0385 2.4541 -0.407 1.714 -0.226
C -1.2382 1.9438 3.1348 -1.703 -0.337 -1.560
C 0.0002 2.0633 2.2720 -1.031 1.288 0.439
N -0.3100 2.5617 0.9039 0.722 0.143 0.310
H -2.1731 0.8274 0.8133 0.252 0.903 3.824
H -3.2436 1.2649 2.6587 0.897 0.237 0.117
H -2.1541 0.1274 2.8366 0.325 -1.098 0.598
H -0.9744 1.3567 3.9855 0.198 0.579 1.340
H -1.7369 2.9311 3.2679 0.519 -0.633 0.420
H 0.4268 1.0875 2.2475 0.413 -0.524 -0.216
H 0.6792 2.7311 2.8450 -0.075 -0.335 -0.646
H 0.1716 3.4405 0.7292 0.007 -0.257 -0.131
H -1.2986 2.7646 0.8075 0.005 -0.068 0.084
S -1.3702 -0.7674 5.0791 0.941 -0.769 -0.742
C -0.1234 -1.4273 4.1037 -1.072 0.267 1.274
N 0.7147 -1.9687 3.5075 0.369 0.405 -0.138
I 2.6465 -0.2613 1.7417 0.280 -0.503 0.021
C 3.6491 1.1488 0.5818 -0.085 0.275 -0.258
C 4.9755 1.4953 0.8159 1.029 -0.733 1.096
C 5.5774 2.4943 0.0450 -0.584 -0.466 -0.493
C 4.8373 3.1031 -0.9739 -0.605 -0.308 0.364
C 3.4925 2.6777 -1.0939 1.229 -0.114 -0.027
N 2.9042 1.7245 -0.3790 0.715 -0.203 0.940
H 5.6060 0.9427 1.6041 -1.271 0.961 -1.292
H 6.6252 2.6708 0.2180 0.181 0.360 -0.087
H 5.2394 3.8594 -1.6765 -0.285 -0.599 0.687
H 2.8480 3.0331 -1.8437 -0.549 0.826 -1.001
Cl 0.4744 2.8179 -2.6893 -0.220 0.432 -0.389
C -5.2695 0.7113 0.0100 1.204 -0.284 0.124
Si -3.6401 0.9130 -0.8781 -0.790 0.472 -0.579
C -3.5644 2.6820 -1.4123 3.101 -0.166 2.113
C -3.5666 -0.2845 -2.2382 -0.523 -1.779 -1.543
O -2.2619 0.5838 -0.0736 0.133 -0.682 -3.847
H -6.0641 0.5245 -0.6603 -0.882 0.210 -1.120
H -5.4718 1.5712 0.5939 -0.438 0.882 0.710
H -5.3002 -0.1527 0.6280 0.237 -0.801 0.904
H -4.2989 2.8819 -2.0778 -2.658 1.050 -1.851
H -2.6160 3.0036 -1.8753 -0.120 -0.479 0.003
H -3.5944 3.2822 -0.4846 -0.530 0.043 -0.385
H -4.4458 -0.4770 -2.9358 0.923 0.598 0.987
H -3.3176 -1.2885 -1.8158 -0.079 0.637 -0.214
H -2.7204 -0.0106 -2.8737 0.056 -0.109 -0.156
```
Positions in Å, forces in eV/Å.

The multiplicity is 1. Its relative energy (zero: lowest compared OMol25 entry of this formula, charge and spin) is 1.357 eV. The value obtained for the frontier orbital gap is 6.87 eV. Its total charge is -1. Its LUMO energy is 2.3151 eV. The HOMO energy is -4.55 eV. The largest force on an atom comes out at 0.0766 Eh/bohr. The calculation puts the calculated total energy at -72976.58391 eV.


[4]
A molecular structure, C17H37NPtSi4Te at a distorted geometry. Source: OMol25; level of theory: ωB97M-V/def2-TZVPD.

Geometry as XYZ:
```
61
Properties=species:S:1:pos:R:3:forces:R:3
C -4.7358 0.4562 -0.5884 1.407 0.638 -0.663
C -5.3092 -0.5655 -1.4151 -0.024 0.485 -1.344
C -4.7590 -0.4399 -2.7216 -0.414 -0.112 0.674
C -3.7945 0.5901 -2.7264 -0.348 0.172 0.529
C -3.7115 1.1646 -1.3838 -1.381 -0.459 0.154
Pt -2.5426 -0.2906 -0.2124 -0.765 0.204 -0.567
C -3.2957 -1.7238 1.1786 -0.523 0.004 1.091
C -3.6696 -0.5783 2.1335 0.669 -1.572 -0.856
C -4.5763 -0.6965 3.1539 -0.177 0.413 -0.035
N -3.0253 0.4772 1.6574 -0.548 0.959 0.664
H -5.0861 -1.0104 -3.5983 0.363 0.148 0.497
H -6.1047 -1.2488 -1.1140 0.357 0.210 -0.116
H -3.2620 0.9711 -3.5960 -0.026 -0.243 0.294
H -3.2865 2.1290 -1.1092 -0.247 -0.167 -0.341
H -5.1540 0.8314 0.3421 0.133 -0.237 -0.233
H -4.1770 -2.2448 0.7867 0.251 -0.126 0.333
H -3.1990 1.4271 1.9869 0.114 -0.245 0.505
H -2.5346 -2.3994 1.6007 -0.321 0.223 -0.219
H -5.0300 -1.6745 3.2703 -0.090 0.282 0.287
H -4.8949 0.1733 3.7164 -0.050 -0.198 0.216
C -0.1162 2.8574 0.8825 -0.182 0.232 0.174
Si 0.8974 1.3797 1.4525 -0.082 -0.354 -0.478
C 2.6046 1.9745 1.9755 -0.068 0.165 0.203
C 0.0640 0.5569 2.9228 -0.151 0.165 0.136
Si 1.2800 -0.1019 -0.3342 0.275 0.121 0.044
Te -0.6661 -0.9132 -1.6604 0.965 -0.437 -0.920
Si 2.5262 0.9553 -2.0128 -0.221 -0.274 0.508
C 4.2858 1.2258 -1.4051 0.216 0.223 -0.311
C 2.5497 -0.1068 -3.5659 0.123 0.127 -0.176
C 1.6939 2.6048 -2.3743 0.157 0.133 -0.283
Si 2.2779 -2.0952 0.3700 -0.197 0.428 -0.192
C 3.9990 -1.7086 1.0246 0.141 -0.330 0.133
C 1.2219 -2.8627 1.7244 0.089 -0.285 0.062
C 2.3923 -3.2775 -1.0908 0.123 -0.199 0.109
H -0.0996 3.6157 1.6800 -0.045 -0.054 -0.183
H -1.1651 2.5927 0.6938 0.209 -0.073 0.041
H 0.2667 3.3178 -0.0354 0.004 -0.118 0.224
H 2.4560 2.6075 2.8625 0.208 -0.061 -0.126
H 3.2719 1.1485 2.2502 -0.126 0.175 -0.056
H 3.0924 2.5775 1.1999 -0.110 -0.110 0.165
H -0.9923 0.3338 2.7181 0.399 -0.002 0.018
H 0.5601 -0.3677 3.2308 -0.033 0.138 -0.066
H 0.0998 1.2541 3.7705 -0.027 -0.100 -0.031
H 4.8315 0.2810 -1.2860 -0.145 0.201 -0.058
H 4.8045 1.8220 -2.1711 0.088 -0.101 0.220
H 4.3367 1.7742 -0.4565 -0.044 -0.131 -0.212
H 1.5389 -0.3669 -3.9051 0.213 0.084 0.089
H 3.0417 0.4700 -4.3639 -0.093 -0.193 0.076
H 3.1135 -1.0383 -3.4243 -0.116 0.209 0.004
H 0.6147 2.4951 -2.5460 0.222 -0.039 0.041
H 1.8421 3.3333 -1.5669 0.022 -0.173 -0.162
H 2.1433 3.0162 -3.2902 -0.150 0.064 0.162
H 3.9831 -0.9929 1.8565 -0.021 -0.164 -0.174
H 4.4215 -2.6535 1.3978 0.089 0.232 -0.002
H 4.6702 -1.3213 0.2479 -0.186 -0.092 0.163
H 0.1624 -2.9213 1.4406 0.226 0.048 -0.005
H 1.5851 -3.8870 1.8949 -0.145 0.149 0.077
H 1.2934 -2.3164 2.6729 0.020 -0.111 -0.212
H 1.4064 -3.4798 -1.5287 0.193 0.048 0.114
H 3.0498 -2.9021 -1.8860 -0.136 -0.041 0.193
H 2.8093 -4.2284 -0.7259 -0.082 0.121 -0.179
```
Positions in Å, forces in eV/Å.

The multiplicity is 5. The value obtained for the frontier orbital gap (spin up / spin down) is 6.20 / 5.30 eV. Its LUMO energy (spin up / spin down) is 0.3134 / -2.0282 eV. As for the expectation value of S²: 6.06. The HOMO energy (spin up / spin down) is -5.89 / -7.33 eV. The largest force on an atom comes out at 0.0371 Eh/bohr. The calculation puts the calculated total energy at -61767.28238 eV.


[5]
A molecular structure, C4H16FeIN4S4. Source: OMol25; level of theory: ωB97M-V/def2-TZVPD.

Geometry as XYZ:
```
30
Properties=species:S:1:pos:R:3:forces:R:3
Fe 0.3626 0.2494 0.5167 -0.478 -0.533 -0.528
N -0.9731 -0.9752 -0.4997 -0.137 0.285 0.292
C -1.1251 -2.2959 0.1015 0.099 -0.135 -0.017
C -0.9623 -2.1377 1.6082 0.018 0.005 -0.046
N 0.2114 -1.3091 1.9153 0.062 0.264 0.176
C 1.5110 -1.9889 1.9437 0.040 0.016 0.012
C 2.1141 -2.1076 0.5492 0.050 -0.039 -0.040
N 1.9717 -0.8258 -0.1587 0.003 -0.074 -0.124
H -0.8429 -0.9954 -1.5060 0.118 -0.038 0.003
H -1.8730 -0.4793 -0.3800 -0.056 -0.063 -0.092
H -2.0995 -2.7439 -0.1182 -0.017 0.023 0.027
H -0.3627 -2.9714 -0.2929 -0.063 0.008 0.000
H -1.8368 -1.6127 1.9976 -0.011 0.006 -0.035
H -0.9013 -3.1149 2.1033 -0.030 -0.015 -0.011
H 0.0826 -0.8475 2.8087 0.035 -0.008 0.007
H 2.1636 -1.3522 2.5428 0.012 -0.055 -0.005
H 1.4508 -2.9775 2.4180 -0.030 -0.008 -0.029
H 3.1580 -2.4212 0.6482 0.007 0.040 -0.037
H 1.6140 -2.8771 -0.0394 -0.007 0.021 0.071
H 2.7599 -0.2086 0.0087 0.003 0.009 0.050
H 1.8769 -0.9563 -1.1596 0.070 0.040 -0.027
S -3.8544 0.5771 -0.4349 0.000 -0.070 -0.039
S -2.8680 1.1532 -2.1692 -0.034 0.038 -0.023
S -1.3533 2.4931 -1.7416 0.004 -0.046 -0.009
S 0.4460 1.5001 -1.4911 0.131 0.095 0.166
I 1.9966 1.6056 2.1609 0.301 0.165 0.236
N -1.1483 1.3804 1.2848 -0.146 0.025 -0.036
H -2.0929 1.1651 0.9389 -0.013 -0.003 0.017
H -0.9515 2.3165 0.9397 0.036 0.016 0.036
H -1.1702 1.4372 2.2976 0.034 0.028 0.004
```
Positions in Å, forces in eV/Å.

The multiplicity is 1. Its relative energy (zero: lowest compared OMol25 entry of this formula, charge and spin) is 0.030 eV. The value obtained for the frontier orbital gap is 6.05 eV. Its total charge is -1. Its LUMO energy is 2.5889 eV. The HOMO energy is -3.46 eV. The largest force on an atom comes out at 0.0173 Eh/bohr. The calculation puts the calculated total energy at -96202.72527 eV.